(1)
ORCA calculation (ωB97M-V with the def2-TZVPD basis set) on C16H29IrN3O2SSi2 as an isolated structure.

The geometry in XYZ format:
```
54
Properties=species:S:1:pos:R:3:lowdin_spin:R:1
Ir -1.199 -0.158 -0.815 2.202
N -2.747 -4.231 0.011 0.034
C -2.056 -3.017 -0.134 0.076
S -3.054 -1.571 -0.160 0.281
N -0.786 -3.069 -0.256 -0.013
N -0.129 -1.854 -0.455 0.254
C 1.215 -2.043 -0.487 0.266
C 2.300 -1.156 -0.472 0.064
C 3.598 -1.732 -0.665 0.129
C 4.764 -1.005 -0.635 0.008
C 4.730 0.369 -0.393 0.181
C 3.484 0.974 -0.178 0.011
C 2.308 0.261 -0.228 0.095
O 1.098 0.837 0.030 0.115
H -3.583 -4.130 0.566 0.007
H -2.138 -4.961 0.355 0.002
H 1.488 -3.094 -0.522 0.014
H 3.642 -2.800 -0.847 0.006
H 5.710 -1.509 -0.797 -0.004
H 5.636 0.959 -0.358 0.015
H 3.440 2.031 0.034 -0.003
C 2.917 3.950 2.054 0.000
Si 1.344 2.934 1.851 0.001
C 1.400 1.453 2.988 0.001
C -0.083 4.064 2.320 0.000
C 0.964 2.283 0.109 0.010
Si 1.363 3.217 -1.500 0.004
C 0.996 2.089 -2.940 0.014
C 0.178 4.677 -1.493 0.000
C 3.094 3.932 -1.693 0.000
H 2.981 4.297 3.089 0.000
H 2.907 4.835 1.414 0.000
H 3.825 3.384 1.840 0.000
H 1.465 1.757 4.036 0.000
H 2.261 0.824 2.754 0.000
H 0.505 0.843 2.855 0.000
H 0.014 4.416 3.350 0.000
H -1.033 3.532 2.226 0.000
H -0.131 4.941 1.670 0.000
H -0.133 2.384 0.089 0.004
H -0.005 1.665 -2.834 0.013
H 1.709 1.262 -2.985 0.001
H 1.043 2.638 -3.886 0.001
H -0.847 4.325 -1.363 0.000
H 0.239 5.224 -2.437 0.000
H 0.407 5.382 -0.689 0.000
H 3.843 3.157 -1.855 0.000
H 3.393 4.522 -0.824 0.000
H 3.102 4.598 -2.562 0.000
C -3.253 1.840 -1.639 0.012
O -1.908 1.616 -1.329 0.192
H -3.483 1.533 -2.668 0.004
H -3.485 2.910 -1.550 0.000
H -3.931 1.290 -0.974 0.002
```

Output
* HOMO energy (spin up / spin down): -0.072 / -0.163 hartree
* E_LUMO (spin up / spin down): 2.80 / 2.69 eV
* net charge: -1
* 2S+1: 5
* Kohn-Sham gap (spin up / spin down): 0.175 / 0.262 Ha

=====

(2)
ORCA calculation (ωB97M-V with the def2-TZVPD basis set) on an isolated ion of composition C7H9O3P and charge -2.

The geometry in XYZ format:
```
20
Properties=species:S:1:pos:R:3:mulliken_charge:R:1
C 0.848 -1.531 -0.573 -1.837
C 0.891 -0.099 -0.116 1.304
P 2.833 0.294 0.045 0.935
O 2.768 1.671 0.692 -0.856
O 3.412 -0.708 1.027 -0.835
O 3.271 0.150 -1.407 -0.825
C 0.334 0.912 -1.147 -1.019
C -0.760 1.620 -0.885 -0.499
C -1.658 1.344 0.266 -0.516
C -1.109 0.588 1.257 -0.385
C 0.266 0.183 1.290 -1.239
H -0.093 -1.907 -0.545 0.605
H 1.440 -2.130 0.126 0.351
H 1.247 -1.591 -1.684 0.216
H 0.956 1.139 -1.919 0.509
H -1.184 2.245 -1.599 0.416
H -2.517 1.999 0.447 0.277
H -1.539 0.297 2.124 0.453
H 0.821 1.107 1.704 0.350
H 0.436 -0.583 1.909 0.593
```

Output
* HOMO energy: 0.023 hartree
* E_LUMO: 6.18 eV
* net charge: -2
* Kohn-Sham gap: 0.204 Ha
* structure (SMILES): C[C@@]1(P(=O)([O-])[O-])C=CC=CC1

=====

(3)
ORCA calculation (ωB97M-V with the def2-TZVPD basis set) on a 2-piece molecular cluster, C7H14N2OSi overall.

The geometry in XYZ format:
```
25
Properties=species:S:1:pos:R:3:lowdin_spin:R:1
C 1.667 2.781 2.131 0.027
C 1.397 1.749 1.329 0.037
C -0.019 3.345 0.960 0.060
C -1.755 -1.210 -1.550 -0.001
C -0.458 -1.270 1.650 0.022
C 1.502 -1.387 -0.851 0.013
C -0.364 1.124 -0.206 0.625
N 0.764 3.747 1.927 0.058
N 0.344 2.028 0.560 0.075
O -1.555 1.599 -0.554 0.202
Si -0.257 -0.797 -0.260 0.080
H 2.401 2.889 2.816 0.001
H 1.816 0.761 1.212 0.001
H -0.828 3.911 0.669 0.005
H -2.738 -1.096 -1.302 0.000
H -1.480 -0.679 -2.451 0.003
H -1.693 -2.326 -1.786 0.000
H 0.424 -1.380 2.353 0.002
H -1.054 -0.529 2.264 0.000
H -0.931 -2.203 1.679 0.002
H 2.218 -0.588 -0.972 0.005
H 1.878 -1.784 0.057 0.000
H 1.536 -2.092 -1.648 0.000
H 0.624 1.742 -2.052 0.767
H -1.486 2.567 -0.609 0.017
```

Output
* HOMO energy (spin up / spin down): -0.236 / -0.326 hartree
* E_LUMO (spin up / spin down): 0.73 / -1.04 eV
* 2S+1: 3
* Kohn-Sham gap (spin up / spin down): 0.263 / 0.288 Ha

=====

(4)
ORCA calculation (ωB97M-V with the def2-TZVPD basis set) on ArH22O11 as an isolated structure.

The geometry in XYZ format:
```
34
Properties=species:S:1:pos:R:3:mulliken_charge:R:1
Ar 14.905 16.482 -0.854 -0.022
O 15.238 17.352 2.834 -0.632
H 14.772 16.727 2.279 0.344
H 15.053 18.205 2.443 0.323
O 18.196 15.529 -2.388 -0.617
H 17.990 15.832 -3.272 0.268
H 19.131 15.327 -2.416 0.309
O 12.294 15.836 -4.122 -0.592
H 12.165 14.941 -4.436 0.311
H 13.238 15.980 -4.187 0.303
O 14.998 17.498 -4.362 -0.636
H 15.321 18.078 -3.672 0.399
H 15.732 16.913 -4.547 0.302
O 14.075 13.384 -2.108 -0.609
H 14.927 13.674 -1.781 0.340
H 14.107 13.559 -3.049 0.276
O 17.890 17.622 0.516 -0.585
H 17.269 17.110 -0.003 0.301
H 18.750 17.359 0.189 0.269
O 13.480 15.204 2.089 -0.686
H 12.699 15.540 2.530 0.328
H 13.936 14.699 2.762 0.307
O 16.718 19.992 -0.073 -0.677
H 16.662 19.697 -0.982 0.346
H 17.175 19.285 0.381 0.408
O 16.807 13.547 -1.063 -0.684
H 16.888 12.775 -1.622 0.320
H 17.293 14.230 -1.525 0.391
O 15.849 19.538 -2.718 -0.793
H 15.021 19.816 -2.327 0.342
H 15.980 20.137 -3.453 0.305
O 12.117 14.106 -0.036 -0.635
H 12.572 14.001 -0.872 0.371
H 12.646 14.740 0.447 0.306
```

Output
* HOMO energy: -0.369 hartree
* E_LUMO: -0.61 eV
* Kohn-Sham gap: 0.346 Ha

=====

(5)
ORCA calculation (ωB97M-V with the def2-TZVPD basis set) on a 2-piece molecular cluster, C5H14 overall.

The geometry in XYZ format:
```
19
Properties=species:S:1:pos:R:3:mulliken_charge:R:1
C -0.346 1.234 -2.104 -1.282
C -0.297 -0.132 -1.310 0.505
C -1.604 -0.666 -0.728 -1.144
H -0.758 2.017 -1.475 0.347
H 0.700 1.603 -2.309 0.315
H -0.846 1.300 -3.073 0.365
H 0.121 -0.836 -2.078 0.360
H 0.317 0.254 -0.364 -0.535
H -1.638 -1.774 -0.660 0.277
H -1.776 -0.324 0.223 0.325
H -2.545 -0.419 -1.357 0.305
C 1.591 -0.318 1.335 -0.703
C 0.571 -0.270 2.398 -0.733
H 1.649 0.515 0.634 0.376
H 2.719 -0.125 1.835 0.265
H 1.385 -1.325 0.857 0.198
H -0.511 -0.507 2.014 0.138
H 0.445 0.674 2.916 0.295
H 0.824 -0.901 3.246 0.327
```

Output
* HOMO energy: -0.383 hartree
* E_LUMO: 1.10 eV
* Kohn-Sham gap: 0.423 Ha
* structure (SMILES): CCC.CC

=====

(6)
ORCA calculation (ωB97M-V with the def2-TZVPD basis set) on a 18-piece molecular cluster, C2H40O18 overall.

The geometry in XYZ format:
```
60
Properties=species:S:1:pos:R:3:lowdin_spin:R:1
O -2.363 4.492 9.723 0.174
H -2.740 3.706 10.118 0.041
H -2.652 4.464 8.810 0.070
O -1.506 0.723 10.857 0.039
H -0.960 1.381 11.287 0.007
H -2.366 1.137 10.780 0.012
O -4.978 2.045 15.816 0.006
H -5.158 2.893 15.408 0.002
H -4.228 1.701 15.331 0.001
O -0.527 7.811 15.948 0.003
H -1.277 8.131 15.448 0.001
H -0.188 7.080 15.432 0.001
O 0.165 4.493 10.593 0.051
H -0.614 4.501 10.037 0.017
H 0.417 5.414 10.667 0.014
O -2.262 8.183 14.035 0.011
H -2.354 7.601 13.280 0.004
H -2.171 9.057 13.654 0.003
O -1.286 3.117 17.549 0.001
H -0.478 2.611 17.474 0.000
H -0.995 4.024 17.638 0.000
O 3.469 4.154 13.175 0.004
H 2.859 3.969 13.889 0.001
H 4.213 3.575 13.338 0.001
O -1.990 6.630 11.627 0.053
H -1.300 7.209 11.303 0.017
H -1.890 5.828 11.115 0.013
O -0.028 -0.747 12.766 0.004
H -0.968 -0.910 12.844 0.002
H 0.038 -0.009 12.161 0.002
O -4.576 6.304 15.274 0.012
H -3.630 6.442 15.217 0.001
H -4.785 6.449 16.197 0.001
O -3.957 1.948 11.088 0.167
H -4.783 1.628 10.724 0.048
H -4.127 2.865 11.302 0.071
O -4.342 0.640 13.541 0.025
H -3.917 1.172 12.869 0.010
H -5.256 0.923 13.529 0.007
O 1.681 5.934 16.708 0.001
H 1.852 5.346 15.972 0.000
H 2.320 6.639 16.605 0.000
O 2.377 3.200 15.333 0.002
H 1.704 2.808 15.889 0.000
H 3.072 2.543 15.297 0.001
O 0.886 2.152 11.720 0.010
H 1.811 1.994 11.908 0.002
H 0.829 3.095 11.571 0.004
O -1.965 1.200 15.813 0.002
H -1.343 1.277 15.089 0.001
H -1.728 1.909 16.410 0.000
C -0.867 4.506 14.318 0.009
C -1.759 3.581 13.465 0.029
O -1.142 2.347 13.417 0.010
H 0.073 4.779 13.838 0.004
H -0.491 4.086 15.251 0.000
H -1.410 5.427 14.532 0.002
H -1.914 4.013 12.476 0.020
H -2.711 3.474 13.986 0.007
H -0.315 2.378 12.930 0.002
```

Output
* HOMO energy (spin up / spin down): -0.017 / -0.278 hartree
* E_LUMO (spin up / spin down): 1.54 / 1.52 eV
* net charge: -1
* 2S+1: 2
* Kohn-Sham gap (spin up / spin down): 0.073 / 0.334 Ha